C40H49As2BBaIN5O6S | wB97M-V/def2-TZVPD

Summary:
LUMO energy: 3.55 eV
relative energy (zero: lowest compared OMol25 entry of this formula, charge and spin): 8.2 kcal/mol
DFT total energy: -203998.032 eV
net charge: -2

Geometry as XYZ:
```
106
Properties=species:S:1:pos:R:3:lowdin_charge:R:1
Ba -0.22804 -1.19211 0.41475 1.728
I -2.43408 1.17596 -1.14868 1.107
As 1.36271 3.01977 -1.09221 1.162
As -0.09867 3.61243 2.01490 1.162
S 3.46001 0.77192 1.17293 0.901
O 3.20595 0.12494 -1.86336 -0.044
O -0.55088 -0.80464 -3.58483 -0.089
O 0.52312 -3.39222 0.77174 -0.369
O 1.80998 -5.21474 0.62682 -0.014
O 2.65082 -0.46648 1.32787 -0.578
O 1.02903 -0.03424 -1.37304 -0.408
N -0.31194 -0.43866 3.63631 0.033
N -3.39598 -0.05821 3.61946 -0.108
N -1.01003 0.05736 4.66909 -0.108
N 1.04353 -2.78596 -1.90765 -0.188
N -2.97658 -0.33700 2.37487 0.040
C 2.17358 -0.51210 -1.61838 -0.743
C 2.27572 -2.06564 -1.57573 -0.120
C -4.79859 -2.38399 -2.09495 -0.185
C -0.04835 5.39511 2.88826 -0.334
C -4.73394 0.03434 3.65551 -0.136
C -3.79232 -4.28755 -1.03686 -0.109
C 6.72392 -1.36450 2.21828 -0.039
C -0.18516 0.37784 5.67738 -0.143
C 1.11031 0.06160 5.30924 -0.095
C 2.42967 4.67693 -1.33626 -0.329
C 7.77443 -0.48558 1.97791 -0.287
C -3.84987 -0.18697 -1.89244 -0.598
C -5.82579 -1.82792 -2.89786 -0.067
C -5.22338 -0.18849 2.38128 -0.080
C -4.84292 0.34361 -2.66774 -0.183
C -2.16341 4.87210 0.40646 -0.140
C -0.94377 4.20041 0.33385 -0.466
C -5.84735 -0.49619 -3.18351 -0.118
C -1.67407 2.91666 2.93532 -0.311
C -0.35950 3.97813 -0.91183 -0.490
C -2.76974 -3.45563 -0.53350 -0.169
C 3.24237 1.65153 2.73565 -0.237
C -2.80563 5.32191 -0.73188 -0.103
C 6.17614 1.14138 1.17997 -0.078
C 9.18959 -0.88480 2.28884 -0.064
C -2.22247 5.10813 -1.97004 -0.110
C 0.83369 -2.82511 -3.34886 -0.181
C 7.48502 0.76894 1.44802 -0.052
C -4.07081 -0.41801 1.62446 -0.209
C 1.17445 -4.27363 0.14479 -0.709
C 5.14836 0.25662 1.46046 -0.376
C -3.75402 -1.56722 -1.56486 -0.300
C 0.58495 -1.49072 -4.04072 -0.256
C 1.09910 -4.14887 -1.39486 -0.132
C -2.69208 -2.08986 -0.75904 -0.248
C 5.41097 -1.00602 1.96515 -0.045
C 1.24408 2.51390 -2.97734 -0.313
C -4.79167 -3.76685 -1.80733 -0.083
C 0.96142 -0.45078 4.01744 -0.210
C -1.01372 4.44494 -2.05133 -0.160
B -2.54622 0.05058 4.89980 -0.484
H 9.89758 -0.14953 1.90663 0.067
H -6.59802 -2.49035 -3.27675 0.096
H -2.80374 1.09939 5.46258 0.058
H -6.24806 -0.19192 2.05200 0.072
H -3.78074 -5.34987 -0.80903 0.088
H 1.95682 -4.71697 -1.79451 0.121
H 6.93607 -2.35400 2.60876 0.115
H -2.48176 3.64739 2.98168 0.020
H -5.58727 -4.38894 -2.20612 0.091
H 1.71194 -0.81333 3.33575 0.069
H 4.58462 -1.68498 2.13282 0.118
H -5.23070 0.24220 4.59002 0.103
H -1.01954 5.89034 2.84986 0.007
H 2.01357 0.18413 5.88288 0.072
H -0.02612 -3.47444 -3.53542 0.124
H -1.37093 2.64293 3.94672 0.012
H 9.35027 -0.97048 3.36611 0.077
H 0.23758 5.26002 3.93240 0.008
H 2.49978 5.19872 -0.38096 0.001
H -0.57814 4.26589 -3.02678 0.083
H -2.71740 5.44433 -2.87400 0.096
H -0.59486 0.78883 6.58570 0.104
H 1.47892 -0.85474 -3.99111 0.112
H 3.74330 2.61878 2.68093 0.053
H 0.42358 -1.71543 -5.10210 0.115
H 3.11282 -2.35040 -2.23390 0.129
H 1.28100 3.38018 -3.64050 0.016
H 2.17444 1.80711 2.84701 -0.010
H 5.96102 2.10880 0.74256 0.111
H -2.00819 -3.95344 0.06376 0.066
H 1.71760 -3.28549 -3.83721 0.122
H 0.33200 1.94164 -3.13904 0.013
H -0.29966 -0.47920 -2.70391 0.000
H 8.29291 1.45848 1.23024 0.104
H -3.76252 5.82414 -0.65346 0.095
H -6.63329 -0.07463 -3.80027 0.087
H 3.43398 4.39968 -1.66049 0.008
H -4.86203 1.40341 -2.88283 0.073
H 2.55992 -2.33317 -0.55504 0.111
H 0.69418 6.02372 2.39632 0.004
H -2.03329 2.00939 2.44724 0.007
H -3.97836 -0.65912 0.57959 0.028
H 0.18017 -4.66191 -1.69521 0.123
H -2.63306 5.03015 1.37055 0.081
H 9.43585 -1.85163 1.84773 0.076
H 2.09544 1.85712 -3.14824 0.009
H 1.97920 5.34117 -2.07577 0.011
H 3.63531 1.04940 3.55266 0.058
H -2.82423 -0.88302 5.62798 0.058
```